1.
Density functional theory data (ωB97M-V with the def2-TZVPD basis set) for a structure of composition C24H33BN17S3W.

```
79
Properties=species:S:1:pos:R:3:forces:R:3
W -0.715 0.023 -0.335 0.19 -0.36 -0.28
C -1.126 3.602 0.504 -0.01 0.10 0.01
C -0.795 2.629 1.578 0.10 0.17 0.21
C -0.638 2.916 2.926 -0.01 -0.05 -0.08
C -0.417 1.698 3.536 -0.01 -0.12 -0.06
N -0.457 0.728 2.619 0.09 0.02 0.05
N -0.652 1.298 1.388 -0.25 -0.02 -0.07
B -0.362 -0.836 2.700 0.04 0.13 -0.05
N -1.662 -1.389 2.054 -0.12 -0.03 0.08
C -2.588 -2.178 2.603 0.14 0.09 -0.06
C -3.589 -2.404 1.673 0.01 0.02 0.03
C -3.207 -1.720 0.531 -0.12 -0.07 -0.02
C -3.922 -1.651 -0.772 -0.05 -0.03 -0.03
N -2.032 -1.097 0.774 0.09 0.05 0.05
N 0.868 -1.221 1.797 0.00 0.01 0.14
C 1.977 -1.866 2.156 -0.14 0.06 -0.01
C 2.828 -1.943 1.069 0.04 0.01 -0.04
C 2.174 -1.315 0.028 0.04 0.04 -0.02
C 2.646 -1.233 -1.384 0.06 -0.06 0.01
N 0.986 -0.833 0.484 0.15 -0.17 0.07
N -0.222 -1.425 4.065 0.12 -0.16 -0.01
C -0.434 -1.030 5.352 -0.09 0.09 0.09
C -0.308 -2.121 6.162 -0.05 0.02 -0.03
C -0.030 -3.197 5.287 -0.02 0.07 -0.06
C 0.194 -4.633 5.619 0.03 -0.05 0.07
N 0.009 -2.778 4.037 0.06 -0.02 0.02
H -1.884 4.293 0.872 0.03 0.01 0.02
H -0.259 4.207 0.229 0.01 -0.03 -0.03
H -1.548 3.116 -0.368 -0.04 -0.06 -0.05
H -0.705 3.881 3.398 0.01 0.00 0.00
H -0.227 1.482 4.569 0.02 -0.01 0.04
H -2.458 -2.534 3.611 -0.07 -0.03 -0.01
H -4.481 -2.990 1.807 0.01 -0.01 -0.01
H -4.904 -2.106 -0.662 0.01 -0.01 -0.02
H -4.073 -0.626 -1.112 0.02 0.00 0.04
H -3.385 -2.214 -1.538 -0.01 0.01 0.00
H 2.072 -2.246 3.158 0.04 -0.01 -0.02
H 3.787 -2.430 1.033 0.00 0.01 -0.03
H 3.582 -1.783 -1.464 -0.02 -0.03 0.00
H 1.929 -1.691 -2.064 0.04 0.04 0.00
H 2.857 -0.219 -1.717 -0.01 0.09 0.00
H -0.690 -0.026 5.636 -0.01 0.04 -0.04
H -0.412 -2.145 7.233 0.01 -0.02 -0.01
H 0.249 -4.776 6.696 -0.01 0.01 0.00
H -0.619 -5.250 5.235 0.01 -0.01 -0.01
H 1.124 -4.989 5.178 -0.02 -0.02 -0.02
C 3.372 3.095 -1.520 0.04 0.12 0.11
C 2.319 2.381 -0.688 -0.07 0.07 0.07
S 0.996 1.659 -1.680 -0.24 -0.29 -0.07
C 0.205 3.009 -2.615 0.01 -0.01 -0.04
C -0.015 2.508 -4.050 0.10 0.01 0.03
S 0.926 0.977 -4.324 0.01 0.11 0.01
C 2.458 1.568 -5.056 0.02 -0.11 0.03
C 3.237 2.651 -4.314 0.01 0.21 -0.08
S 4.114 2.089 -2.828 -0.04 -0.01 -0.01
H 4.175 3.383 -0.838 0.05 -0.04 -0.07
H 3.003 4.032 -1.938 -0.02 -0.03 -0.03
H 1.866 3.033 0.062 -0.01 0.06 0.00
H 2.735 1.519 -0.162 0.00 0.00 -0.05
H 0.879 3.864 -2.584 0.02 -0.03 0.00
H -0.736 3.284 -2.153 0.02 0.02 0.02
H 0.300 3.252 -4.781 -0.04 -0.05 -0.06
H -1.058 2.256 -4.243 -0.01 -0.01 0.04
H 2.158 1.929 -6.047 -0.01 0.03 0.01
H 3.061 0.672 -5.212 -0.01 -0.01 0.04
H 2.610 3.512 -4.074 0.01 -0.06 0.01
H 3.985 3.022 -5.016 0.03 -0.04 0.03
N -1.740 -1.290 -3.638 -0.06 -0.10 -0.04
C -1.004 -2.094 -2.782 0.10 -0.19 0.02
N -0.739 -3.345 -3.057 0.02 0.06 0.06
N -0.058 -3.792 -1.977 -0.01 -0.09 -0.15
N 0.084 -2.878 -1.107 -0.14 0.08 0.19
N -0.505 -1.732 -1.579 -0.06 0.32 -0.11
C -2.244 -0.121 -3.177 0.13 0.19 0.21
N -3.150 0.686 -3.699 0.03 -0.21 -0.13
N -3.270 1.703 -2.827 0.04 0.06 0.01
N -2.464 1.557 -1.838 -0.11 0.19 0.00
N -1.780 0.406 -2.033 -0.12 0.01 0.08
H -2.202 -1.767 -4.401 0.00 0.07 -0.03
```
Positions in Å, forces in eV/Å.

- 2S+1 = 4
- energy relative to the best compared isomer or geometry (same formula, charge and spin) (kcal/mol) = 0.0
- gap between HOMO and LUMO (alpha / beta) (eV) = 6.633 / 4.386
- total charge = +2

2.
Density functional theory data (ωB97M-V with the def2-TZVPD basis set) for a structure of composition C24H33Br48NO2S at a distorted geometry.

```
109
Properties=species:S:1:pos:R:3:forces:R:3
C 7.119 6.578 -4.855 -0.17 0.10 0.01
C 5.613 6.311 -4.907 -0.24 -0.21 -0.14
S 4.740 7.525 -3.885 0.02 0.05 0.13
C 3.062 6.864 -3.755 0.19 0.16 -0.20
N 2.267 7.035 -4.984 -0.62 -0.23 1.03
C 1.142 6.240 -5.189 -0.48 0.18 -0.24
O 0.168 6.675 -5.750 0.12 -0.07 -0.16
O 1.182 4.966 -4.724 0.73 -0.06 0.18
C 1.496 3.959 -5.710 0.12 -0.12 -0.24
C 2.963 3.539 -5.654 0.07 0.24 0.17
C 3.296 2.899 -4.284 0.19 0.41 -0.06
C 3.316 2.655 -6.869 0.18 0.04 0.20
H 7.423 6.844 -3.836 0.02 -0.11 -0.17
H 7.387 7.406 -5.519 0.03 -0.14 0.13
H 7.669 5.681 -5.159 -0.05 0.21 -0.01
H 5.225 6.372 -5.928 0.14 -0.05 0.09
H 5.385 5.311 -4.527 0.04 0.09 0.06
H 3.062 5.819 -3.440 0.01 0.11 -0.16
H 2.639 7.479 -2.951 -0.02 -0.26 -0.02
H 1.901 7.982 -5.018 0.47 0.06 -0.46
H 1.256 4.361 -6.701 -0.15 -0.17 0.08
H 0.864 3.096 -5.481 -0.08 0.15 -0.13
H 3.543 4.465 -5.752 -0.04 -0.10 0.05
H 4.065 3.481 -3.763 -0.03 -0.10 -0.05
H 2.422 2.903 -3.629 0.10 -0.17 -0.05
H 3.687 1.884 -4.388 -0.21 0.06 0.06
H 2.430 2.197 -7.319 0.08 0.01 0.06
H 3.997 1.854 -6.562 -0.14 0.08 -0.14
H 3.834 3.245 -7.633 -0.22 -0.13 0.01
C 1.915 -0.496 -2.174 -0.11 0.05 0.01
Br 1.918 0.859 -0.811 0.09 0.00 0.16
Br 1.074 0.178 -3.760 -0.08 -0.21 -0.20
Br 3.674 -1.202 -2.507 -0.04 0.06 -0.01
H 1.300 -1.312 -1.820 0.02 -0.03 0.03
C -2.047 -1.253 -0.575 0.04 0.61 0.30
Br -2.088 0.445 -1.463 -0.01 0.05 -0.06
Br -3.764 -1.684 0.182 3.31 3.24 1.14
Br -1.390 -2.662 -1.715 0.70 0.21 0.41
H -1.360 -1.160 0.254 0.14 -0.10 -0.10
C -1.268 -2.075 3.328 -0.12 0.02 0.06
Br -0.381 -0.531 2.593 -0.04 0.02 0.02
Br -0.978 -3.640 2.244 -0.02 0.08 0.05
Br -0.753 -2.366 5.154 0.12 0.02 -0.14
H -2.331 -1.867 3.322 -0.01 -0.01 -0.04
C -5.504 -2.884 3.581 0.00 0.00 -0.02
Br -5.916 -1.007 3.471 0.01 -0.01 -0.04
Br -4.385 -3.268 5.098 -0.07 -0.02 -0.06
Br -7.094 -3.965 3.575 0.04 0.03 -0.02
H -4.933 -3.138 2.697 -0.03 -0.04 -0.04
C -4.435 4.023 -1.147 -0.02 0.01 0.02
Br -5.488 2.683 -2.041 -0.01 -0.02 0.00
Br -4.589 3.889 0.761 0.03 -0.08 0.05
Br -2.597 3.963 -1.711 0.06 0.10 -0.08
H -4.828 4.989 -1.434 0.00 0.01 0.00
C -2.061 0.926 -7.209 -0.05 0.03 0.11
Br -0.298 0.679 -7.939 0.01 0.10 0.16
Br -3.202 -0.567 -7.614 -0.09 0.01 -0.24
Br -2.065 1.212 -5.311 0.14 0.10 0.06
H -2.472 1.811 -7.673 -0.06 -0.04 -0.04
C -5.085 -2.533 -4.909 -0.01 -0.07 -0.20
Br -5.747 -0.771 -4.524 0.03 -0.03 0.05
Br -3.418 -2.866 -4.016 -0.42 0.16 -0.21
Br -6.383 -3.892 -4.488 -0.02 -0.03 0.01
H -4.896 -2.586 -5.972 -0.05 0.02 -0.03
C 2.224 -4.314 7.706 -0.03 -0.05 -0.01
Br 1.251 -2.675 7.954 0.10 0.07 0.10
Br 1.416 -5.755 8.690 -0.05 -0.08 0.03
Br 2.410 -4.751 5.842 0.00 0.00 0.01
H 3.218 -4.167 8.103 0.00 -0.01 0.02
C 1.882 1.328 5.704 -0.01 -0.06 -0.03
Br 2.560 -0.278 4.902 0.13 -0.02 0.04
Br 1.325 2.605 4.379 -0.01 0.00 -0.02
Br 0.471 0.953 6.960 -0.01 0.05 0.00
H 2.692 1.780 6.258 0.01 0.01 0.00
C -5.934 8.171 1.039 0.04 -0.03 0.00
Br -7.105 6.839 0.296 -0.06 0.00 -0.04
Br -6.008 8.183 2.959 0.01 -0.01 -0.01
Br -4.133 7.949 0.398 0.01 0.00 -0.01
H -6.281 9.134 0.695 0.00 0.00 0.00
C -2.931 -5.388 9.015 0.01 -0.02 -0.02
Br -3.017 -7.302 8.862 0.01 0.01 0.00
Br -1.972 -4.849 10.594 0.00 0.00 0.01
Br -2.183 -4.589 7.433 0.01 -0.03 0.05
H -3.943 -5.024 9.114 0.00 0.00 0.00
C -1.828 -3.855 -9.327 0.08 0.07 0.09
Br -1.659 -5.538 -10.239 0.00 0.04 0.03
Br -2.253 -4.074 -7.465 -0.15 -0.24 0.12
Br -0.249 -2.773 -9.484 0.04 -0.06 -0.20
H -2.644 -3.316 -9.788 0.01 0.01 -0.01
C 4.855 4.501 5.793 -0.04 -0.04 -0.06
Br 5.349 2.763 5.129 0.01 -0.01 -0.01
Br 4.360 5.690 4.368 0.01 -0.01 0.01
Br 3.460 4.357 7.109 -0.01 0.08 0.11
H 5.721 4.922 6.283 0.01 -0.01 0.01
C 3.942 -8.650 9.299 -0.06 0.04 0.04
Br 2.844 -9.392 7.907 0.01 -0.04 -0.06
Br 5.039 -9.994 10.125 -0.01 0.01 0.00
Br 4.993 -7.174 8.651 0.06 -0.02 -0.01
H 3.275 -8.265 10.059 -0.01 0.02 -0.01
C 0.342 -10.999 10.578 0.08 -0.01 -0.05
Br 0.019 -9.104 10.596 -0.03 0.08 0.04
Br 1.431 -11.541 12.067 0.00 0.00 -0.01
Br -1.302 -11.991 10.494 0.00 0.01 0.01
H 0.899 -11.217 9.678 0.01 0.01 -0.01
C -4.636 -5.188 -1.164 -0.32 -0.13 -0.05
Br -5.357 -3.525 -0.532 -3.22 -3.58 -1.43
Br -2.892 -5.536 -0.435 -0.14 -0.25 0.18
Br -5.847 -6.651 -0.869 0.02 -0.15 0.01
H -4.510 -5.086 -2.234 -0.05 0.08 -0.01
```
Positions in Å, forces in eV/Å.

- 2S+1 = 1
- gap between HOMO and LUMO (eV) = 8.264

3.
Density functional theory data (ωB97M-V with the def2-TZVPD basis set) for a cluster of 7 separate species, C24H33Cl12NO4 in total at a distorted geometry.

```
74
Properties=species:S:1:pos:R:3:forces:R:3
C 6.946 -2.540 -0.418 -0.57 0.04 -0.14
C 6.168 -1.230 -0.892 -0.73 -0.81 1.14
C 5.261 -0.776 0.341 1.43 0.02 -0.54
N 4.151 -1.754 0.429 -0.75 0.28 0.01
C 2.998 -1.363 -0.347 -2.10 1.54 -0.59
C 2.177 -0.235 0.176 -0.65 -1.31 -2.57
C 0.998 0.149 -0.555 -0.45 -0.33 -0.49
C 0.547 -0.523 -1.829 1.67 -0.30 1.43
C 1.367 -1.593 -2.351 -0.01 1.82 1.93
C 2.575 -1.978 -1.589 -0.10 0.65 -0.25
O 3.325 -3.047 -2.121 -1.67 0.29 1.09
C 2.528 -4.251 -1.837 0.35 -0.94 0.88
C 3.441 -5.407 -1.229 -0.55 0.84 -1.28
C -0.791 -0.039 -2.502 0.40 0.15 1.57
O -0.950 0.021 -3.695 -0.05 -0.28 0.55
C -1.890 0.406 -1.464 0.55 0.54 1.09
C -3.404 0.124 -1.673 0.30 -0.90 0.24
C -1.467 1.034 -0.308 -0.04 -0.25 -0.40
C -2.433 1.494 0.843 1.63 -0.12 0.59
C -1.737 1.028 2.191 -0.30 -0.10 -0.31
O -1.876 -0.104 2.598 0.02 0.65 -0.19
C 0.063 1.298 -0.025 0.42 -0.54 -0.84
O 0.490 2.306 0.536 -0.98 -1.71 -0.61
H 6.398 -3.427 -0.837 0.79 0.72 0.31
H 8.017 -2.549 -0.733 -0.90 -0.07 0.20
H 6.884 -2.663 0.702 0.25 0.24 -1.11
H 5.433 -1.574 -1.673 0.97 0.75 0.40
H 6.843 -0.418 -1.255 -0.60 -0.66 0.27
H 4.940 0.297 0.273 -0.03 -0.86 -0.12
H 5.902 -0.857 1.263 -0.79 0.03 -0.76
H 3.826 -1.852 1.397 0.29 0.10 -0.44
H 2.490 0.270 1.115 -0.40 -0.33 -0.86
H 1.059 -2.097 -3.297 0.58 0.38 0.98
H 1.775 -3.971 -1.047 0.56 -0.37 -0.98
H 2.010 -4.605 -2.775 0.47 0.48 0.94
H 2.792 -6.024 -0.561 0.75 0.40 -0.46
H 3.783 -6.021 -2.108 0.00 0.41 1.17
H 4.304 -4.933 -0.690 -0.88 -0.62 -0.41
H -3.608 -0.554 -2.547 0.35 0.98 0.62
H -3.740 -0.461 -0.770 0.33 0.60 -0.93
H -4.047 1.037 -1.704 0.68 -0.65 -0.19
H -2.456 2.612 0.871 -0.31 -0.86 -0.17
H -3.436 1.002 0.834 1.10 0.77 -0.36
H -1.078 1.750 2.767 -0.61 -0.38 -0.64
C -0.881 3.546 -3.548 -0.04 -0.30 -0.04
Cl -1.999 4.885 -3.848 -0.06 0.02 0.18
Cl 0.749 3.948 -4.084 0.12 -0.06 0.06
H -0.860 3.326 -2.484 -0.02 0.17 -0.06
H -1.225 2.674 -4.099 0.04 0.11 -0.03
C -2.356 -1.989 5.526 0.05 -0.02 -0.26
Cl -2.808 -0.891 6.837 -0.04 0.09 -0.04
Cl -1.470 -3.390 6.140 -0.01 -0.03 -0.06
H -3.258 -2.332 5.028 0.04 0.00 0.16
H -1.726 -1.454 4.820 -0.03 0.00 0.13
C 2.829 4.593 -0.496 0.02 0.05 0.28
Cl 4.332 3.690 -0.743 -0.11 -0.11 -0.01
Cl 3.157 6.333 -0.356 -0.15 -0.12 -0.03
H 2.169 4.419 -1.333 0.04 0.06 -0.21
H 2.357 4.249 0.419 0.14 0.04 -0.04
C -3.855 4.235 -6.938 -0.01 0.15 0.09
Cl -2.537 4.006 -8.093 0.04 0.08 0.04
Cl -4.935 2.835 -6.909 -0.07 0.02 0.07
H -3.432 4.373 -5.947 -0.02 -0.13 -0.16
H -4.426 5.114 -7.224 0.02 -0.14 -0.09
C -6.964 0.207 0.441 -0.20 -0.05 -0.05
Cl -5.423 -0.144 1.236 -0.40 -0.28 0.30
Cl -6.874 1.698 -0.504 -0.06 -0.02 -0.01
H -7.213 -0.616 -0.223 0.13 0.09 0.01
H -7.734 0.317 1.200 0.15 0.08 -0.01
C -4.333 -0.367 10.241 0.12 -0.05 -0.09
Cl -5.957 -1.060 10.319 0.03 -0.06 -0.08
Cl -4.127 0.923 11.432 0.09 0.01 -0.03
H -3.606 -1.150 10.440 -0.12 0.06 0.07
H -4.173 0.042 9.248 -0.12 0.03 0.12
```
Positions in Å, forces in eV/Å.

- SMILES = CCCNc1cc2c(cc1OCC)C(=O)C(C)=C(CC=O)C2=O.ClCCl.ClCCl.ClCCl.ClCCl.ClCCl.ClCCl
- 2S+1 = 1
- gap between HOMO and LUMO (eV) = 8.100

4.
Density functional theory data (ωB97M-V with the def2-TZVPD basis set) for a cluster of 8 separate species, C24H33Cl21N2O3Si in total at a distorted geometry.

```
84
Properties=species:S:1:pos:R:3:forces:R:3
C 6.819 0.764 1.064 -0.70 0.39 -0.21
Si 5.789 -0.466 0.143 1.48 -1.14 0.46
C 5.701 -2.071 1.091 -0.89 0.53 -0.15
C 6.437 -0.889 -1.550 -0.76 0.30 0.26
N 4.001 0.088 0.024 -0.05 0.19 -0.24
C 3.534 1.199 0.612 0.12 0.13 0.21
C 2.207 1.556 0.539 -0.33 -0.22 -0.01
C 1.336 0.732 -0.166 -0.10 -0.17 -0.18
C -0.123 1.016 -0.260 0.25 0.07 -0.04
C -0.909 1.108 0.884 0.23 0.13 -0.06
C -2.254 1.333 0.746 -0.36 0.02 0.11
N -2.811 1.460 -0.464 0.05 0.00 0.01
C -4.298 1.681 -0.620 -0.20 0.17 -0.18
O -4.800 0.883 -1.616 0.11 -0.03 0.41
C -5.140 -0.434 -1.210 -0.39 -0.29 -0.49
O -3.990 -1.230 -1.217 -0.01 0.34 0.50
C -3.972 -2.275 -0.247 0.23 -0.50 -0.05
C -2.802 -2.111 0.714 0.22 -0.39 -0.24
O -2.537 -3.363 1.328 -0.05 0.16 0.34
C -2.069 1.399 -1.576 0.05 -0.04 -0.36
C -0.717 1.172 -1.511 0.07 -0.09 0.29
C 1.831 -0.402 -0.812 -0.06 0.40 0.64
C 3.171 -0.692 -0.687 -0.21 -0.14 -0.06
H 6.643 0.756 2.140 -0.07 -0.01 0.01
H 7.867 0.501 0.908 -0.08 0.02 -0.10
H 6.660 1.778 0.688 0.27 0.09 0.06
H 6.594 -2.662 0.896 0.06 -0.03 0.17
H 4.821 -2.647 0.789 0.14 -0.20 -0.07
H 5.574 -1.870 2.155 0.25 -0.16 0.09
H 6.355 -0.094 -2.287 0.17 -0.05 -0.11
H 7.480 -1.165 -1.386 0.06 0.07 -0.11
H 5.911 -1.780 -1.899 0.09 0.00 -0.21
H 4.239 1.799 1.171 0.10 -0.06 -0.06
H 1.849 2.444 1.040 0.10 0.05 0.00
H -0.489 1.000 1.875 0.01 -0.04 0.01
H -2.922 1.408 1.593 0.00 -0.02 0.00
H -4.778 1.509 0.344 0.19 -0.06 0.09
H -4.424 2.724 -0.909 -0.02 0.00 -0.04
H -5.646 -0.420 -0.241 0.23 0.06 0.14
H -5.858 -0.781 -1.956 0.07 0.05 -0.09
H -4.913 -2.368 0.298 -0.06 0.18 -0.03
H -3.818 -3.228 -0.755 -0.07 0.06 -0.15
H -1.923 -1.805 0.136 -0.09 0.30 -0.02
H -3.011 -1.374 1.494 0.04 0.01 0.02
H -1.720 -3.725 0.979 -0.07 -0.07 -0.07
H -2.570 1.523 -2.526 -0.22 -0.03 0.10
H -0.139 1.120 -2.424 0.01 0.01 0.00
H 1.167 -1.055 -1.356 0.08 -0.07 -0.02
H 3.587 -1.566 -1.169 0.15 0.00 0.12
C 2.197 -1.513 -5.334 0.17 -0.09 -0.22
Cl 2.450 -1.086 -3.609 -0.08 0.01 -0.44
Cl 2.888 -0.277 -6.365 -0.02 0.01 0.04
Cl 2.870 -3.094 -5.668 -0.02 0.02 0.04
H 1.128 -1.548 -5.503 -0.02 0.01 0.07
C 7.600 -3.871 4.312 -0.07 -0.04 -0.09
Cl 5.892 -4.007 4.730 0.01 0.01 0.01
Cl 8.004 -4.928 2.964 0.01 0.00 0.00
Cl 8.012 -2.193 3.932 0.08 0.09 0.05
H 8.185 -4.173 5.171 0.01 0.01 0.01
C -1.128 -4.302 4.744 -0.06 -0.10 0.09
Cl -2.601 -5.126 5.232 0.02 0.04 -0.03
Cl -1.180 -2.593 5.208 0.01 0.06 -0.07
Cl 0.294 -5.085 5.430 0.02 0.02 -0.03
H -1.055 -4.352 3.667 -0.03 0.04 -0.01
C -8.629 1.674 -0.942 -0.20 0.04 -0.06
Cl -9.923 0.494 -1.029 0.04 0.00 0.02
Cl -9.249 3.319 -0.952 0.01 0.04 -0.07
Cl -7.637 1.405 0.516 0.04 0.01 0.02
H -7.998 1.556 -1.816 -0.08 -0.01 0.27
C -7.665 1.784 -5.073 -0.23 0.04 -0.01
Cl -8.938 0.576 -5.137 0.03 0.00 0.01
Cl -8.324 3.409 -4.982 0.03 -0.01 0.01
Cl -6.595 1.475 -3.680 0.19 0.05 -0.40
H -7.066 1.704 -5.971 0.04 -0.01 0.02
C 10.981 2.009 1.478 0.01 0.01 -0.12
Cl 9.719 3.236 1.322 0.00 0.01 0.03
Cl 10.284 0.461 1.984 0.10 -0.05 0.08
Cl 11.868 1.828 -0.027 -0.01 0.00 0.02
H 11.671 2.330 2.247 -0.02 0.00 0.03
C -9.426 5.983 1.622 -0.09 0.11 0.05
Cl -9.596 7.223 0.380 0.03 -0.07 -0.02
Cl -7.767 5.940 2.240 0.03 -0.05 -0.02
Cl -10.573 6.239 2.929 0.02 -0.02 0.00
H -9.636 5.023 1.172 0.02 -0.02 0.02
```
Positions in Å, forces in eV/Å.

- 2S+1 = 1
- energy relative to the best compared isomer or geometry (same formula, charge and spin) (kcal/mol) = 0.0
- gap between HOMO and LUMO (eV) = 6.623
- total charge = +2

- What is the 2S+1 in the fourth record?
  1